No. 1
120
Properties=species:S:1:pos:R:3:mulliken_spin:R:1 method="wB97M-V/def2-TZVPD" homo_lumo_gap_ev="4.688 / 4.684" lumo_energy_ev="1.8343 / 1.8340" spin_multiplicity=2 homo_energy_ev="-2.85 / -2.85" total_charge=-1 de_lowest_kcal_mol=7.6 s2=0.756
Tc 0.156 -0.393 0.634 0.9422
C 2.400 -2.015 -0.859 0.0106
N 0.990 -2.092 -0.454 -0.0307
C 0.826 -3.261 0.433 0.0000
C -0.457 -3.220 1.249 0.0188
N -0.542 -1.935 1.925 0.0299
C -1.661 -1.612 2.622 -0.0117
C -1.617 -0.533 3.550 0.0021
F -0.443 0.092 3.745 0.0008
C -2.706 -0.047 4.230 0.0020
F -2.566 0.996 5.060 0.0000
C -3.949 -0.640 4.073 0.0017
F -5.022 -0.189 4.738 0.0001
C -4.046 -1.718 3.216 0.0026
F -5.237 -2.302 3.038 0.0000
C -2.947 -2.192 2.527 -0.0128
F -3.162 -3.230 1.693 -0.0005
C 0.171 -2.179 -1.694 -0.0090
C -1.312 -1.864 -1.511 0.0268
N -1.445 -0.789 -0.538 -0.0007
C -2.630 -0.188 -0.329 0.0300
C -2.682 0.873 0.610 0.0053
F -1.530 1.173 1.278 0.0104
C -3.799 1.613 0.901 -0.0014
F -3.735 2.610 1.797 -0.0001
C -4.998 1.331 0.268 0.0253
F -6.110 2.034 0.539 0.0011
C -5.018 0.291 -0.645 -0.0043
F -6.161 -0.007 -1.272 -0.0005
C -3.887 -0.448 -0.928 0.0139
F -4.036 -1.458 -1.811 0.0006
H 2.710 -2.924 -1.392 0.0017
H 2.541 -1.162 -1.522 -0.0068
H 3.033 -1.881 0.019 -0.0012
H 0.875 -4.193 -0.146 -0.0015
H 1.669 -3.248 1.127 0.0022
H -1.313 -3.422 0.605 0.0017
H -0.411 -4.036 1.984 -0.0047
H 0.570 -1.425 -2.370 -0.0013
H 0.297 -3.167 -2.159 -0.0031
H -1.699 -1.573 -2.491 0.0022
H -1.874 -2.753 -1.201 0.0045
N 5.370 0.640 3.966 0.0003
C 4.197 0.414 3.263 -0.0005
C 3.445 -0.748 3.435 0.0046
C 2.291 -0.934 2.707 0.0128
N 1.803 -0.045 1.819 -0.0446
C 2.492 1.112 1.728 -0.0431
C 3.672 1.367 2.392 -0.0048
H 5.829 -0.182 4.321 0.0000
H 5.995 1.312 3.553 -0.0001
H 3.772 -1.510 4.133 0.0003
H 1.699 -1.829 2.836 -0.0019
H 2.059 1.858 1.073 0.0065
H 4.197 2.301 2.228 0.0003
C 2.606 5.569 4.900 0.0000
C 2.018 4.699 3.794 -0.0002
C 0.524 4.439 4.010 0.0001
N -0.111 3.821 2.845 0.0006
C -0.100 4.367 1.598 -0.0046
S 0.221 3.412 0.267 -0.0013
N -0.328 5.708 1.392 -0.0001
C -0.805 6.777 2.165 -0.0001
O -0.370 7.883 1.920 0.0000
C -1.880 6.532 3.143 0.0001
C -2.081 7.492 4.140 -0.0001
C -3.087 7.332 5.072 0.0000
C -3.918 6.219 5.013 -0.0001
C -3.756 5.289 3.996 0.0000
C -2.749 5.442 3.060 -0.0002
H 3.656 5.785 4.708 0.0000
H 2.529 5.072 5.869 0.0000
H 2.071 6.519 4.960 0.0000
H 2.546 3.744 3.737 0.0002
H 2.144 5.204 2.832 0.0000
H 0.029 5.376 4.249 0.0000
H 0.373 3.760 4.849 0.0000
H -0.008 2.818 2.802 -0.0013
H 0.014 6.014 0.492 0.0004
H -1.422 8.350 4.153 0.0000
H -3.231 8.077 5.845 0.0000
H -4.700 6.087 5.750 0.0000
H -4.424 4.441 3.921 0.0000
H -2.655 4.727 2.255 0.0001
C 6.066 1.898 -5.535 0.0001
C 4.827 1.637 -4.720 -0.0004
C 3.634 1.232 -5.287 0.0001
C 2.475 1.016 -4.538 -0.0010
C 1.284 0.437 -5.254 -0.0010
C 2.499 1.272 -3.159 -0.0025
Se 0.973 1.273 -1.916 0.0210
C 3.731 1.610 -2.557 0.0019
C 3.846 1.797 -1.072 -0.0043
C 4.863 1.783 -3.337 -0.0004
H 5.848 1.910 -6.603 0.0000
H 6.820 1.129 -5.348 0.0000
H 6.506 2.857 -5.257 0.0000
H 3.589 1.062 -6.359 0.0000
H 1.157 0.903 -6.234 -0.0001
H 0.370 0.569 -4.671 0.0010
H 1.443 -0.635 -5.411 0.0000
H 3.469 0.919 -0.545 0.0104
H 3.243 2.650 -0.748 0.0013
H 4.885 1.956 -0.777 0.0003
H 5.801 2.048 -2.858 0.0000
C -2.123 4.277 -2.222 -0.0003
Ge -1.341 3.043 -3.581 -0.0010
C -2.880 2.562 -4.736 0.0002
C 0.004 4.003 -4.672 -0.0002
C -0.595 1.375 -2.927 0.0021
H -3.081 4.663 -2.582 -0.0001
H -1.453 5.118 -2.036 0.0001
H -2.296 3.759 -1.281 0.0001
H -3.370 3.471 -5.097 0.0001
H -3.617 1.991 -4.168 -0.0001
H -2.580 1.972 -5.602 0.0000
H -0.341 5.005 -4.937 0.0000
H 0.210 3.456 -5.592 0.0000
H 0.938 4.095 -4.114 0.0001
H -1.357 0.830 -2.372 0.0029


No. 2
92
Properties=species:S:1:pos:R:3:lowdin_charge:R:1 method="wB97M-V/def2-TZVPD" homo_lumo_gap_ev=7.513 lumo_energy_ev=0.3230 homo_energy_ev=-7.19 de_lowest_kcal_mol=0.0
Rh -0.350 0.406 0.026 0.9626
C 3.011 -1.882 -1.223 -0.0340
C 2.982 -1.196 0.115 -0.3524
C 4.074 -1.226 0.965 -0.0605
C 3.976 -0.549 2.181 -0.0704
C 2.818 0.107 2.530 -0.0296
C 1.735 0.080 1.626 -0.4342
N 1.862 -0.545 0.431 0.0836
N 0.505 0.612 1.812 -0.1443
Si -0.011 1.741 3.055 0.3804
C -1.806 2.155 2.820 -0.1823
C 0.206 0.996 4.759 -0.1782
C 1.024 3.291 2.943 -0.1617
H 3.730 -1.399 -1.889 0.0749
H 2.024 -1.844 -1.682 0.0666
H 3.310 -2.925 -1.117 0.0801
H 4.969 -1.762 0.684 0.1051
H 4.816 -0.545 2.865 0.1069
H 2.733 0.621 3.476 0.0827
H -2.457 1.357 3.182 0.0093
H -2.013 2.347 1.766 -0.0147
H -2.034 3.061 3.391 0.0373
H -0.301 0.033 4.829 -0.0083
H -0.247 1.669 5.493 0.0347
H 1.246 0.853 5.052 0.0172
H 0.863 3.761 1.973 -0.0040
H 2.092 3.075 3.042 0.0290
H 0.749 4.008 3.721 0.0367
N -1.162 2.083 -0.483 -0.2945
P -0.363 3.031 -1.434 0.5694
N -0.512 4.594 -0.874 -0.1979
C -1.397 4.934 0.247 -0.2161
C -2.104 6.250 -0.039 -0.1759
C -1.095 7.406 -0.140 -0.1918
C 0.281 6.890 -0.579 -0.1816
C 0.138 5.723 -1.545 -0.2153
N -0.942 2.942 -3.004 -0.2087
C -0.333 3.665 -4.128 -0.2194
C -1.357 4.547 -4.830 -0.1856
C -2.464 3.685 -5.453 -0.1941
C -2.695 2.412 -4.623 -0.1844
C -2.374 2.648 -3.156 -0.2237
N 1.294 2.907 -1.733 -0.2041
C 1.767 1.720 -2.466 -0.2209
C 3.181 1.942 -2.981 -0.1798
C 4.128 2.284 -1.834 -0.1978
C 3.592 3.485 -1.064 -0.1764
C 2.167 3.234 -0.595 -0.2161
H -0.832 5.020 1.184 0.1049
H -2.105 4.120 0.376 0.0843
H -2.841 6.449 0.741 0.1097
H -2.655 6.144 -0.978 0.1090
H -1.003 7.914 0.823 0.1052
H -1.454 8.152 -0.852 0.1047
H 0.855 6.553 0.289 0.1094
H 0.860 7.687 -1.050 0.1115
H 1.120 5.406 -1.901 0.0975
H -0.434 6.053 -2.424 0.1081
H 0.073 2.947 -4.854 0.1158
H 0.513 4.246 -3.768 0.0933
H -0.866 5.158 -5.589 0.1113
H -1.785 5.234 -4.096 0.0994
H -2.192 3.411 -6.475 0.1044
H -3.387 4.264 -5.520 0.1050
H -2.059 1.601 -4.987 0.1116
H -3.727 2.072 -4.720 0.1089
H -2.607 1.775 -2.549 0.0860
H -2.995 3.472 -2.773 0.1186
H 1.082 1.518 -3.287 0.1004
H 1.763 0.840 -1.809 0.0773
H 3.173 2.761 -3.708 0.1134
H 3.514 1.043 -3.506 0.1081
H 5.133 2.485 -2.210 0.1089
H 4.202 1.427 -1.154 0.1053
H 3.604 4.369 -1.709 0.1126
H 4.220 3.701 -0.196 0.1140
H 1.770 4.120 -0.100 0.0923
H 2.166 2.419 0.141 0.1037
Cl -1.851 -1.520 3.135 0.7406
C -1.472 -2.332 1.642 -0.5950
C -0.881 -3.583 1.725 -0.1086
C -0.580 -4.281 0.567 -0.0862
C -0.887 -3.729 -0.670 -0.0890
C -1.471 -2.476 -0.734 -0.0675
C -1.774 -1.735 0.416 -0.3425
C -2.199 -0.326 0.281 -0.2123
H -0.662 -4.001 2.698 0.1023
H -0.114 -5.255 0.634 0.1023
H -0.667 -4.269 -1.582 0.1022
H -1.705 -2.041 -1.699 0.1101
H -2.716 0.113 1.128 0.0353
H -2.719 -0.113 -0.653 0.0559


No. 3
15
Properties=species:S:1:pos:R:3:nbo_charge:R:1 method="wB97M-V/def2-TZVPD" homo_lumo_gap_ev=11.371 lumo_energy_ev=0.8524 homo_energy_ev=-10.52 de_lowest_kcal_mol=22.1 smiles="COC(=O)CCO"
C -2.863 -0.036 -0.120 -0.2608
O -1.590 0.021 0.506 -0.5137
C -0.521 0.239 -0.280 0.8026
O -0.578 0.637 -1.419 -0.5945
C 0.702 -0.167 0.495 -0.5256
C 2.028 0.135 -0.164 -0.0576
O 3.012 -0.370 0.722 -0.7205
H -2.858 -0.805 -0.898 0.1886
H -3.549 -0.312 0.680 0.1961
H -3.146 0.923 -0.558 0.1940
H 0.655 0.290 1.488 0.2419
H 0.615 -1.248 0.657 0.2411
H 2.077 -0.351 -1.149 0.1706
H 2.135 1.218 -0.318 0.1663
H 3.881 -0.173 0.356 0.4714


No. 4
12
Properties=species:S:1:pos:R:3:nbo_charge:R:1 method="wB97M-V/def2-TZVPD" homo_lumo_gap_ev=11.254 lumo_energy_ev=1.2488 homo_energy_ev=-10.01 de_lowest_kcal_mol=35.1 smiles="C=C.C=C"
C 1.206 1.701 -2.212 -0.3868
C 0.131 0.973 -1.944 -0.3903
H 2.209 1.259 -2.211 0.1917
H 1.115 2.758 -2.487 0.1961
H 0.092 -0.100 -1.725 0.2003
H -0.820 1.513 -2.017 0.1888
C -1.050 -1.114 1.592 -0.3911
C -0.232 -1.572 2.587 -0.3891
H -1.773 -0.310 1.766 0.1978
H -1.076 -1.623 0.622 0.1916
H -0.297 -1.106 3.578 0.1932
H 0.496 -2.380 2.451 0.1978